# 1
CH2N2O2S2 | ωB97M-V/def2-TZVPD

```
! wB97M-V def2-TZVPD RIJCOSX def2/J DEFGRID3
* xyz 0 1
N 2.18062 1.16920 0.13644
C 1.14916 1.10868 0.61746
O 0.01986 0.76636 1.04828
S -0.94284 0.09467 -0.16140
N -0.10995 -1.36609 -0.36829
O -2.15441 -0.18483 0.51713
S -0.82313 1.12780 -1.74907
H 0.80776 -1.00017 -0.63015
H -0.12707 -1.71562 0.58960
*
```

Properties
* E: -1095.59065 a.u.

These are the natural (NBO) partial charges, in e, on atoms 1 to 8: atom 1 (N): -0.37, atom 2 (C): 0.52, atom 3 (O): -0.65, atom 4 (S): 1.87, atom 5 (N): -0.97, atom 6 (O): -0.87, atom 7 (S): -0.32, atom 8 (H): 0.40

---

# 2
C18H27Si | ωB97M-V/def2-TZVPD

```
! wB97M-V def2-TZVPD RIJCOSX def2/J DEFGRID3
* xyz 1 1
C -1.18909 1.77627 -0.72225
C -1.31875 0.35491 -0.29261
C -2.28196 0.06644 0.61049
C -3.12768 -1.15216 0.76402
Si -2.26611 -2.57468 1.67623
C -3.44553 -4.02423 1.95226
C -0.86307 -3.14116 0.56884
C -1.60171 -2.00142 3.33394
H -0.64125 1.88095 -1.66476
H -2.17414 2.26317 -0.83624
H -0.67244 2.35399 0.05782
H -0.68707 -0.39707 -0.78626
H -2.56644 0.90000 1.26390
H -3.98363 -0.91297 1.41027
H -3.51059 -1.55923 -0.18722
H -2.90471 -4.87325 2.39524
H -4.26593 -3.75548 2.63235
H -3.88187 -4.36265 1.00196
H -0.20323 -3.83154 1.10995
H -1.26809 -3.66932 -0.30607
H -0.26493 -2.29096 0.21857
H -0.90625 -2.74439 3.74779
H -1.06695 -1.04836 3.23918
H -2.41813 -1.86928 4.05660
C 2.03146 -0.09390 -0.08035
C 2.22132 -0.13112 1.46844
C 1.99424 1.29617 1.89484
C 1.81480 2.12050 0.79246
C 1.78241 1.35156 -0.39785
C 1.94865 1.89121 -1.71600
C 1.79209 3.28320 -1.96415
C 2.05400 3.81013 -3.22465
C 2.49839 2.97991 -4.26799
C 2.60826 1.59759 -4.05006
C 2.35392 1.05809 -2.79665
H 2.96888 -0.43805 -0.54202
H 1.23104 -0.75651 -0.43587
H 1.57992 -0.87992 1.95830
H 3.26497 -0.45065 1.62935
H 2.01274 1.60534 2.93650
H 1.75685 3.20878 0.79352
H 1.47463 3.94446 -1.15303
H 1.92130 4.88282 -3.39014
H 2.80226 3.41243 -5.22086
H 2.90912 0.92965 -4.86040
H 2.48830 -0.00924 -2.61740
*
```

Properties
* E: -991.28100 a.u.

These are the natural (NBO) partial charges, in e, on atoms 1 to 8: atom 1 (C): -0.65, atom 2 (C): -0.27, atom 3 (C): -0.12, atom 4 (C): -0.91, atom 5 (Si): 1.64, atom 6 (C): -1.11, atom 7 (C): -1.11, atom 8 (C): -1.12

---

# 3
C5H8O | ωB97M-V/def2-TZVPD

```
! wB97M-V def2-TZVPD RIJCOSX def2/J DEFGRID3
* xyz 0 1
C 1.02791 -1.09206 0.45699
C -0.43201 -0.72449 0.28587
C -1.05847 0.51604 0.84071
C -0.77698 0.43464 -0.62861
C 0.39534 1.16315 -1.18105
O 0.82937 0.99119 -2.29724
H 1.58471 -0.31894 0.99835
H 1.13996 -2.03080 1.00677
H 1.49901 -1.21998 -0.52622
H -1.10253 -1.57485 0.18458
H -0.42256 1.18229 1.41776
H -2.08870 0.47733 1.17802
H -1.58364 0.27625 -1.33519
H 0.90930 1.85706 -0.48318
*
```

Properties
* E: -270.51130 a.u.

These are the natural (NBO) partial charges, in e, on atoms 1 to 8: atom 1 (C): -0.62, atom 2 (C): -0.19, atom 3 (C): -0.41, atom 4 (C): -0.35, atom 5 (C): 0.44, atom 6 (O): -0.52, atom 7 (H): 0.21, atom 8 (H): 0.22

---

# 4
C32H96AsF6N8O12P | ωB97M-V/def2-TZVPD

```
! wB97M-V def2-TZVPD RIJCOSX def2/J DEFGRID3
* xyz 4 1
P 0.42224 -0.07622 -0.06437
O -0.14300 1.37354 0.17161
O 0.88235 -0.63471 1.31120
O 1.64521 0.10135 -1.00369
O -0.59605 -0.99224 -0.73605
C 4.80554 2.25075 1.45034
C 3.25856 2.35430 1.67062
C 2.92767 3.69299 2.35884
O 1.64364 3.60243 2.90560
C 1.51132 4.19184 4.20065
N 2.65510 2.30648 0.26154
H 3.06696 1.60115 -0.34942
H 1.63898 2.10587 0.34527
H 2.65241 3.19301 -0.24556
H 5.12371 1.50612 0.71689
H 5.16419 1.77986 2.36731
H 5.20114 3.23264 1.20698
H 2.87143 1.45943 2.15083
H 3.11027 4.47219 1.60879
H 3.70819 3.81534 3.11530
H 2.14136 3.76194 4.97897
H 0.46446 4.08742 4.49786
H 1.62488 5.27221 4.08055
C -4.08746 -1.60819 0.11165
C -3.86343 -0.85298 -1.18550
C -5.11957 -0.49960 -1.92270
O -5.90102 0.31889 -1.10012
C -6.96551 0.99037 -1.73274
N -3.07936 0.40717 -0.87037
H -3.77684 1.02051 -0.43200
H -2.22078 0.20055 -0.34299
H -2.71607 0.97898 -1.63109
H -4.57965 -1.00842 0.88111
H -3.09277 -1.83137 0.51019
H -4.67308 -2.51535 -0.01295
H -3.19949 -1.40467 -1.85276
H -5.67358 -1.36249 -2.31187
H -4.93351 0.05831 -2.85828
H -7.59733 1.52215 -1.03203
H -7.55174 0.19918 -2.22536
H -6.63803 1.57697 -2.60157
C 2.12859 -3.65976 -4.16780
C 1.30566 -2.40473 -3.90483
C 0.19666 -2.05949 -4.90579
O -0.54305 -0.94726 -4.41866
C -1.57709 -0.60938 -5.32654
N 0.65872 -2.50260 -2.50698
H 0.57618 -1.64784 -1.93871
H -0.28187 -2.87663 -2.59985
H 1.03822 -3.19053 -1.85642
H 2.47799 -4.09336 -3.23610
H 2.96706 -3.33922 -4.79545
H 1.71520 -4.39289 -4.86127
H 1.91365 -1.53650 -3.63622
H -0.49136 -2.90782 -4.95189
H 0.72623 -1.84695 -5.83674
H -1.26872 -0.69675 -6.37275
H -1.93747 0.40537 -5.16846
H -2.41131 -1.31738 -5.28041
C 3.65493 -2.69606 2.79879
C 4.33626 -2.12088 1.57187
C 5.35947 -3.00980 0.88331
O 6.40739 -3.16050 1.83427
C 7.45766 -4.03779 1.44671
N 3.21037 -1.91886 0.54990
H 2.37213 -1.37211 0.89629
H 3.54939 -1.37396 -0.24397
H 2.79806 -2.78851 0.21906
H 3.17229 -1.89898 3.35887
H 4.38872 -3.15014 3.46896
H 3.02725 -3.55309 2.54816
H 4.64971 -1.08719 1.71222
H 5.90759 -2.56887 0.04175
H 5.00561 -4.03126 0.69237
H 7.33080 -5.09832 1.66705
H 8.28163 -3.68672 2.06940
H 7.82275 -3.91410 0.42324
C 2.58684 1.74826 -3.97289
C 1.23481 2.47650 -3.87974
C 0.72234 2.83145 -5.24166
O 0.77279 1.75243 -6.13071
C 0.06440 1.95678 -7.33481
N 0.30428 1.51873 -3.14461
H 0.38109 0.57954 -3.56627
H 0.61233 1.40390 -2.15212
H -0.67117 1.80311 -3.15695
H 2.47301 0.77036 -4.43221
H 3.00874 1.66115 -2.97016
H 3.26134 2.38843 -4.53930
H 1.36348 3.32294 -3.20589
H 1.31068 3.63288 -5.69906
H -0.32614 3.14434 -5.10561
H -0.93681 2.35580 -7.16599
H 0.06843 1.07986 -7.98032
H 0.62077 2.63928 -7.99145
C -1.73762 -0.53238 3.44903
C -1.28543 0.87693 3.84227
C -1.47314 1.23446 5.31357
O -0.60070 0.44003 6.08165
C -1.27742 -0.36344 7.04119
N 0.19968 0.90212 3.51610
H 0.46447 0.35840 2.66174
H 0.47570 1.87575 3.37795
H 0.76388 0.45291 4.24140
H -1.57178 -0.68331 2.38210
H -2.75120 -0.71651 3.80394
H -1.12258 -1.30502 3.91941
H -1.77745 1.59824 3.18991
H -2.51516 1.25554 5.63610
H -1.14062 2.27053 5.47439
H -2.01913 0.15205 7.65661
H -0.50213 -0.88599 7.59399
H -1.93389 -1.14463 6.62627
C -1.33360 4.79833 1.93358
C -2.08107 4.51511 0.61628
C -2.87204 5.69180 0.11416
O -2.02091 6.69862 -0.34014
C -2.55815 7.93273 -0.85275
N -1.05313 4.10108 -0.42312
H -0.70527 3.15582 -0.14780
H -1.56407 3.96433 -1.29518
H -0.25779 4.72491 -0.54390
H -0.48012 4.13804 2.09023
H -2.05371 4.70491 2.74198
H -0.92348 5.80234 1.81121
H -2.77571 3.68422 0.73896
H -3.63679 6.04667 0.81051
H -3.47245 5.32651 -0.73772
H -2.61757 8.82431 -0.22813
H -3.59927 7.69642 -1.09369
H -1.98958 8.15818 -1.74966
C -1.81770 -5.24629 1.49054
C -1.22278 -4.01617 2.15355
C -0.17958 -4.35172 3.23163
O 0.45416 -3.18684 3.68271
C 1.00757 -3.23444 4.99985
N -0.49678 -3.25252 1.00682
H -0.26637 -2.26656 1.21523
H 0.36503 -3.75267 0.79012
H -0.98412 -3.23840 0.10095
H -2.32506 -5.04925 0.54828
H -2.56651 -5.69670 2.14890
H -1.10351 -6.06991 1.43493
H -1.90861 -3.25940 2.52843
H 0.59403 -4.95983 2.74077
H -0.64511 -4.87423 4.07002
H 0.33622 -3.68688 5.72895
H 1.29740 -2.24545 5.35344
H 1.94855 -3.78532 4.92134
As -2.79873 -4.32547 -2.34884
F -3.63474 -3.24766 -3.45487
F -1.52584 -4.68840 -3.51708
F -2.00046 -5.34637 -1.19323
F -4.06759 -3.93013 -1.18681
F -3.69073 -5.69237 -2.92035
F -1.85737 -2.96962 -1.67200
*
```

Properties
* E: -5792.93754 a.u.

These are the Löwdin partial charges, in e, on atoms 1 to 8: atom 1 (P): 0.01, atom 2 (O): -0.43, atom 3 (O): -0.41, atom 4 (O): -0.41, atom 5 (O): -0.37, atom 6 (C): -0.01, atom 7 (C): -0.26, atom 8 (C): -0.17

---

> Which of these has the lowest E?

C32H96AsF6N8O12P

---

> E of number 3 (C5H8O)?

-270.51130 a.u.